Computed, not measured: C48H78Cl3N4O2P2SSiTi as an isolated structure, with wB97M-V/def2-TZVPD.

Cartesian coordinates (Å):
Ti -0.008 -0.344 -1.830
C -2.292 -1.691 -3.625
N -0.857 -1.957 -3.325
C -0.170 -1.995 -4.643
C -0.674 -3.313 -2.700
C 0.053 -3.192 -1.384
N -0.482 -2.058 -0.590
C -1.933 -2.234 -0.344
C -2.584 -1.094 0.385
C -3.535 -1.378 1.349
C -4.237 -0.359 1.980
C -3.844 0.939 1.679
C -2.854 1.283 0.757
C -2.283 0.225 0.039
O -1.461 0.402 -1.057
C -2.495 2.776 0.671
C -2.161 3.272 2.092
C -1.254 3.076 -0.167
C -3.688 3.573 0.127
C -5.412 -0.609 2.924
C -5.627 -2.101 3.185
C -6.681 -0.042 2.269
C -5.189 0.087 4.272
C 0.234 -2.041 0.720
C 0.323 -0.719 1.426
C -0.076 -0.591 2.740
C 0.197 0.567 3.460
C 0.994 1.522 2.843
C 1.466 1.420 1.532
C 1.002 0.325 0.796
O 1.173 0.193 -0.577
C 2.566 2.368 1.032
C 2.205 3.090 -0.268
C 3.823 1.508 0.830
C 2.913 3.445 2.063
C -0.324 0.721 4.886
C -1.845 0.527 4.879
C -0.018 2.101 5.468
C 0.320 -0.345 5.782
H -2.773 -2.603 -3.988
H -2.835 -1.308 -2.765
H -2.355 -0.948 -4.415
H 0.881 -2.223 -4.501
H -0.617 -2.771 -5.270
H -0.276 -1.036 -5.139
H -1.645 -3.794 -2.588
H -0.075 -3.943 -3.358
H 0.011 -4.120 -0.806
H 1.115 -2.990 -1.551
H -2.431 -2.398 -1.292
H -2.060 -3.154 0.235
H -3.743 -2.416 1.577
H -4.345 1.749 2.193
H -1.316 2.709 2.497
H -1.886 4.328 2.054
H -3.000 3.176 2.781
H -0.408 2.483 0.174
H -1.390 2.903 -1.229
H -0.999 4.131 -0.043
H -4.572 3.457 0.755
H -3.439 4.636 0.092
H -3.956 3.254 -0.882
H -5.845 -2.646 2.264
H -4.756 -2.556 3.663
H -6.478 -2.233 3.854
H -6.874 -0.528 1.311
H -7.544 -0.208 2.917
H -6.595 1.031 2.093
H -4.312 -0.315 4.778
H -5.053 1.163 4.159
H -6.056 -0.071 4.916
H 1.257 -2.375 0.528
H -0.246 -2.779 1.369
H -0.615 -1.413 3.199
H 1.285 2.390 3.413
H 1.868 2.402 -1.038
H 1.423 3.831 -0.101
H 3.086 3.617 -0.642
H 3.648 0.685 0.145
H 4.640 2.123 0.444
H 4.142 1.072 1.779
H 2.072 4.114 2.259
H 3.247 3.015 3.008
H 3.731 4.051 1.670
H -2.330 1.261 4.230
H -2.117 -0.466 4.516
H -2.247 0.639 5.888
H -0.452 2.899 4.861
H -0.445 2.174 6.469
H 1.056 2.277 5.557
H 0.096 -1.354 5.430
H 1.405 -0.228 5.804
H -0.055 -0.255 6.803
C -2.675 2.000 -3.347
P -1.026 1.374 -3.802
C -1.262 1.329 -5.622
C 0.210 2.692 -3.614
C -0.115 4.047 -3.648
C 0.883 5.006 -3.638
C 2.216 4.615 -3.629
C 2.547 3.271 -3.586
C 1.555 2.294 -3.551
P 1.963 0.506 -3.439
C 2.281 0.131 -5.198
C 3.615 0.422 -2.680
H -2.822 1.987 -2.273
H -3.397 1.316 -3.796
H -2.864 2.996 -3.745
H -1.466 2.345 -5.964
H -2.122 0.702 -5.859
H -0.400 0.953 -6.163
H -1.151 4.359 -3.680
H 0.624 6.056 -3.651
H 3.000 5.360 -3.645
H 3.591 2.984 -3.565
H 3.134 0.737 -5.509
H 1.434 0.400 -5.820
H 2.526 -0.920 -5.342
H 3.860 1.348 -2.163
H 4.360 0.219 -3.449
H 3.642 -0.399 -1.966
Cl 2.667 -4.965 -2.690
Si 3.112 -2.991 -3.513
Cl 2.794 -3.499 -5.611
Cl 5.243 -3.072 -3.511
S 3.639 -2.263 -0.013
C 4.561 -3.552 0.607
N 4.845 -3.618 1.919
C 5.695 -4.637 2.521
C 5.567 -5.925 1.726
C 5.842 -5.637 0.261
N 5.014 -4.523 -0.181
H 4.531 -2.833 2.461
H 5.377 -4.782 3.552
H 6.738 -4.304 2.537
H 4.558 -6.327 1.840
H 6.272 -6.666 2.100
H 5.603 -6.499 -0.359
H 6.899 -5.401 0.111
H 4.796 -4.431 -1.162

Results
**DFT total energy**: -159074.5933 eV
**Max |F|**: 0.62 eV/Å
**Molar mass**: 1019.50 g/mol
**HOMO level**: -9.20 eV
**Frontier orbital gap**: 5.873 eV
**Relative energy (zero: lowest compared OMol25 entry of this formula, charge and spin)**: 0.0 kcal/mol
**Net charge**: +1

Computed, not measured: an isolated ion of composition C5H5N5 and charge +2 in a non-equilibrium geometry, with wB97M-V/def2-TZVPD.

Cartesian coordinates (Å):
N -2.317 0.124 0.061
C -1.128 0.652 -0.029
C 0.165 -0.007 -0.001
N 0.515 -1.279 0.009
C 1.762 -1.757 -0.020
N 2.796 -0.847 0.104
C 2.734 0.357 0.015
C 1.022 1.097 0.005
N 0.480 2.224 0.016
N -0.864 1.981 -0.040
H -2.605 -0.848 0.399
H -3.153 0.577 -0.111
H 0.067 -2.151 -0.174
H 2.011 -2.889 0.097
H -1.485 2.767 -0.329

Results
**DFT total energy**: -12691.7004 eV
**Max |F|**: 4.79 eV/Å
**Molar mass**: 135.13 g/mol
**HOMO level (spin up / spin down)**: -17.96 / -17.97 eV
**Frontier orbital gap (spin up / spin down)**: 5.714 / 5.721 eV
**Relative energy (zero: lowest compared OMol25 entry of this formula, charge and spin)**: 0.0 kcal/mol
**Net charge**: +2

Computed, not measured: an isolated ion of composition CH5NOP and charge -1 in a non-equilibrium geometry, with wB97M-V/def2-TZVPD.

Cartesian coordinates (Å):
C -0.938 0.498 -0.333
N 0.278 0.721 0.414
O 0.995 1.959 -0.294
P 1.789 0.200 -0.118
H -1.383 1.475 -0.546
H -0.808 -0.027 -1.287
H -1.630 -0.072 0.298
H 1.756 -1.134 0.645
H 2.510 0.692 0.975

Results
**DFT total energy**: -13941.8158 eV
**Max |F|**: 2.51 eV/Å
**Molar mass**: 78.03 g/mol
**HOMO level**: -2.75 eV
**Frontier orbital gap**: 7.448 eV
**Relative energy (zero: lowest compared OMol25 entry of this formula, charge and spin)**: 70.8 kcal/mol
**Net charge**: -1

Computed, not measured: a 3-piece molecular cluster, C27H70FN6O2P3 overall in a non-equilibrium geometry, with wB97M-V/def2-TZVPD.

Cartesian coordinates (Å):
C -0.814 -0.185 1.395
C -0.741 0.578 0.035
C 0.621 0.310 -0.663
C 0.576 -0.996 -1.496
C 1.286 -2.167 -0.771
C 0.885 -3.556 -1.318
C 0.080 -4.429 -0.341
C -1.250 -3.827 0.136
C -2.180 -3.264 -0.979
P -3.832 -4.112 -1.154
C -3.155 -5.751 -1.850
C -2.667 -6.749 -0.759
C -2.115 -5.645 -2.985
C -2.473 -4.657 -4.139
C -4.726 -2.555 -0.475
C -4.876 -1.433 -1.517
F -6.048 -2.975 -0.149
H -1.032 0.485 2.228
H -1.582 -0.957 1.308
H 0.143 -0.655 1.631
H -0.906 1.646 0.227
H -1.519 0.215 -0.641
H 1.442 0.234 0.057
H 0.847 1.182 -1.288
H -0.445 -1.253 -1.790
H 1.121 -0.803 -2.427
H 1.195 -2.109 0.316
H 2.349 -2.036 -1.004
H 1.804 -4.113 -1.536
H 0.379 -3.475 -2.288
H 0.705 -4.549 0.555
H -0.002 -5.429 -0.774
H -1.767 -4.554 0.768
H -0.990 -3.007 0.810
H -2.411 -2.244 -0.649
H -1.657 -3.113 -1.924
H -4.677 -3.980 -2.309
H -4.366 -4.847 -0.042
H -4.023 -6.257 -2.300
H -2.910 -6.415 0.253
H -3.186 -7.703 -0.894
H -1.608 -6.986 -0.883
H -2.057 -6.640 -3.442
H -1.105 -5.416 -2.636
H -2.729 -5.235 -5.029
H -1.563 -4.115 -4.417
H -3.242 -3.929 -3.893
H -4.310 -2.201 0.478
H -4.238 -1.684 -2.375
H -4.609 -0.462 -1.101
H -5.903 -1.453 -1.881
C 5.369 -2.181 2.102
N 6.208 -2.048 0.933
C 6.499 -3.313 0.268
P 6.613 -0.617 0.089
O 6.004 -0.946 -1.259
N 5.622 0.760 0.436
C 4.460 0.696 1.296
C 5.339 1.601 -0.726
N 7.695 -0.127 1.341
C 8.621 -1.059 1.977
C 8.057 1.278 1.542
H 5.644 -3.072 2.675
H 4.307 -2.262 1.841
H 5.506 -1.354 2.800
H 7.580 -3.494 0.225
H 6.117 -3.339 -0.755
H 6.053 -4.157 0.794
H 3.752 -0.078 0.970
H 3.925 1.647 1.306
H 4.746 0.532 2.337
H 4.510 1.212 -1.330
H 6.215 1.683 -1.369
H 5.088 2.614 -0.400
H 8.258 -1.325 2.974
H 9.621 -0.636 2.084
H 8.742 -1.971 1.398
H 7.472 1.700 2.362
H 7.879 1.874 0.652
H 9.115 1.398 1.783
C -2.346 7.331 2.074
N -2.051 6.356 1.049
C -0.646 6.320 0.658
P -3.041 5.076 0.495
O -2.162 3.901 0.869
N -4.367 4.685 1.540
C -4.571 5.308 2.831
C -4.653 3.254 1.627
N -4.063 6.170 -0.364
C -3.527 7.263 -1.170
C -5.451 5.835 -0.688
H -1.780 8.251 1.905
H -2.100 6.963 3.076
H -3.390 7.644 2.051
H -0.531 6.526 -0.413
H -0.186 5.350 0.862
H -0.059 7.066 1.192
H -3.691 5.222 3.481
H -5.410 4.841 3.349
H -4.854 6.357 2.725
H -3.997 2.740 2.340
H -4.535 2.775 0.655
H -5.691 3.099 1.933
H -3.660 8.214 -0.646
H -4.024 7.341 -2.139
H -2.470 7.130 -1.386
H -6.126 6.313 0.025
H -5.627 4.764 -0.662
H -5.729 6.165 -1.691

Results
**DFT total energy**: -72748.9085 eV
**Max |F|**: 5.99 eV/Å
**Molar mass**: 622.82 g/mol
**HOMO level**: -7.77 eV
**Frontier orbital gap**: 8.139 eV

Number 2 is which compound? C5H5N5